Formula: C14H22N2O5
Source: the Open Molecules 2025 dataset
Level of theory: ωB97M-V with the def2-TZVPD basis set

HOMO-LUMO gap: 8.115 eV
Energy relative to the best compared isomer or geometry (same formula, charge and spin): 248.4 kJ/mol

Geometry as XYZ:
```
43
Properties=species:S:1:pos:R:3:forces:R:3
O 1.4609 2.5708 4.3800 0.07 -0.02 -0.05
O 0.5931 0.6254 4.0598 0.01 -0.09 -0.06
O -0.5246 -4.3823 -3.2181 0.28 0.48 -0.03
O -0.2645 1.9275 5.6909 -0.05 -0.02 0.15
O -2.7484 -0.7003 -1.1067 0.86 -0.12 -0.47
N -0.6178 1.4431 -0.6365 0.47 0.22 0.04
N -0.9687 -1.2878 -6.1302 -0.14 -0.15 -0.36
C -1.2428 -2.4792 -5.3461 0.34 0.41 0.18
C 0.5247 1.7286 4.8070 -0.03 0.08 -0.19
C -1.8878 -1.2153 -3.2554 0.26 -0.20 -0.10
C -0.3217 -0.4022 4.4439 -0.10 -0.24 -0.04
C -0.5451 -3.1921 -2.9686 -0.03 -0.46 0.02
C 0.3981 0.5794 -0.0598 -0.62 0.18 0.28
C -0.5127 -1.5523 -1.1775 0.38 -0.17 0.21
C -1.2578 -2.2250 -3.8530 -0.21 0.01 -0.04
C 0.0805 -2.5954 -1.7635 -0.35 0.25 -0.29
C 0.4417 -0.9468 -6.1359 -0.14 0.21 0.45
C 0.0644 -0.9220 0.0500 0.29 0.21 -0.12
C -1.8028 -1.0864 -1.7795 -0.92 0.15 0.48
C 1.5403 3.8140 5.0930 0.08 0.36 0.17
C 2.2518 3.6577 6.4198 0.00 -0.22 0.04
H 1.3233 0.7488 -0.5954 0.21 -0.14 -0.25
H 0.9987 -3.0251 -1.4032 0.09 -0.26 0.22
H 2.3794 4.6299 6.8953 0.00 0.02 -0.03
H 0.5672 0.9306 0.9531 0.21 0.02 0.24
H -0.5552 -1.0880 0.9256 -0.43 0.00 0.01
H 3.2340 3.2066 6.2735 0.03 0.08 -0.03
H 0.9988 -1.4364 0.2465 0.21 -0.19 0.19
H -0.6321 1.3842 -1.6411 -0.21 -0.03 -0.15
H 0.5914 0.0628 -6.4923 -0.07 0.25 -0.21
H -1.5218 -0.5067 -5.8171 -0.12 0.10 0.01
H 0.5418 4.2315 5.2184 -0.05 -0.12 0.03
H -0.2514 -1.1783 3.6866 0.11 0.06 -0.05
H -2.4857 -0.5116 -3.8115 -0.29 0.16 0.07
H -0.0375 -0.8176 5.4093 -0.06 0.06 0.05
H 0.9873 -1.6132 -6.7899 0.15 -0.25 -0.11
H -0.4274 -3.1676 -5.5268 0.01 -0.39 -0.21
H 0.8747 -0.9859 -5.1305 0.23 -0.07 0.10
H -2.1587 -2.9525 -5.6740 -0.28 -0.13 -0.01
H 1.6871 3.0168 7.0952 -0.07 0.04 -0.01
H -1.5329 1.2651 -0.2586 -0.20 -0.08 -0.07
H -1.3436 -0.0319 4.4831 0.03 0.09 0.07
H 2.1018 4.4794 4.4403 0.01 -0.11 -0.11
```
Positions in Å, forces in eV/Å.